The following is a quantum chemistry calculation of one molecule with the formula C10H13NO3, from the OMol25 dataset.

Calculated values
Energy above the lowest of the compared OMol25 structures with the same formula, charge and spin (kcal per mole): 1.8
Maximum force (eV Å⁻¹): 0.7
Kohn-Sham gap (eV): 10.09
SMILES string: O=C(NCc1ccccc1)OCCO

The geometry in ORCA input format:
```
! wB97M-V def2-TZVPD RIJCOSX def2/J DEFGRID3
* xyz 0 1
N -0.55 1.16 -0.85
H 1.05 0.88 2.95
C -1.18 -1.13 -1.44
H -0.62 -1.46 0.59
H 2.77 1.44 4.35
O 2.52 2.12 3.72
H 2.59 0.91 2.04
O -0.93 1.26 1.39
H 0.23 -3.74 0.18
C -1.22 -1.67 -2.72
H 2.13 3.37 1.54
H 0.50 3.13 2.24
H -1.63 -1.09 -3.54
H -2.32 0.29 -0.31
C -1.66 0.28 -1.17
C -0.25 1.49 0.43
C -0.17 -3.16 -0.64
H 0.15 -4.69 -2.10
H -0.79 -3.36 -3.95
H -2.18 0.68 -2.04
C -0.65 -1.88 -0.40
C 1.34 2.64 1.74
O 0.93 2.17 0.46
H 0.15 1.32 -1.55
C -0.22 -3.69 -1.92
C -0.75 -2.95 -2.96
C 1.88 1.52 2.62
*
```